C46H39HfIN4O2P2 | the ωB97M-V functional and the def2-TZVPD basis

```
95
Properties=species:S:1:pos:R:3:forces:R:3
Hf 0.12978 1.09606 0.08730 0.295 0.814 -1.050
I 3.05241 1.09031 -0.44066 -0.229 -0.372 0.332
C 4.11039 0.09435 1.13658 0.160 0.284 1.413
C 5.30179 -0.44111 0.69484 -0.991 0.088 -0.925
C 6.42179 -0.60744 1.53456 -1.514 1.292 1.254
C 6.30041 -0.12666 2.83247 -0.753 -0.827 -1.976
C 5.03477 0.25420 3.35802 -0.306 0.632 0.251
C 4.92444 0.68517 4.70925 1.916 -0.360 -0.992
C 3.82506 1.20453 5.27844 -1.321 -0.193 1.022
C 2.60791 1.05672 4.59938 2.197 -0.473 -2.532
C 2.68965 0.71807 3.22039 -1.801 0.745 1.036
P 1.03293 0.63822 2.52333 0.339 -1.173 0.052
C 0.05547 -0.57094 3.45292 2.207 0.126 -1.589
C -1.09569 -0.22695 4.05861 -2.596 0.813 1.401
C -1.86580 -1.24736 4.66215 -1.498 0.374 -0.214
C -1.42138 -2.56576 4.66501 0.640 -0.991 -0.848
C -0.24452 -2.91580 3.96794 0.464 3.459 0.328
C 0.52378 -1.88450 3.36527 -2.237 -1.415 1.210
C 0.21179 2.21625 2.45537 -0.072 2.043 -0.466
C -1.13893 2.28820 1.89708 1.553 0.289 0.434
C -1.68075 3.49811 1.51642 0.092 1.885 -1.052
C -0.90835 4.65144 1.65079 -0.185 -0.604 0.402
C 0.34868 4.64395 2.18509 1.523 -0.324 -0.164
C 0.99146 3.42729 2.50636 -1.758 -0.707 -0.243
C 3.86666 0.40333 2.54068 1.492 -0.747 -1.265
H 5.31856 -0.65987 -0.37866 0.601 -0.002 0.392
H 7.35751 -0.86882 1.12193 0.799 -0.479 -0.314
H 7.20380 -0.01172 3.35945 0.715 -0.016 1.146
H 5.83686 0.60722 5.28229 0.081 0.152 0.185
H 3.91728 1.56998 6.29199 -0.394 -0.043 0.075
H 1.64302 1.08530 4.99981 -1.135 0.562 1.086
H -1.44348 0.85137 4.10611 0.379 -1.544 0.013
H -2.91937 -1.01130 4.98951 1.515 -0.215 0.141
H -1.93399 -3.43468 5.09269 -0.324 0.825 0.146
H 0.21765 -3.85214 4.00465 0.067 -1.586 -0.014
H 1.38804 -2.22817 2.87022 1.175 0.273 -0.621
H -1.81216 1.47564 1.91428 -0.490 -1.152 0.269
H -2.62507 3.71071 0.99151 0.090 -1.023 0.609
H -1.25291 5.59819 1.34911 -0.843 0.906 -0.411
H 0.86838 5.61043 2.20042 0.065 -0.577 0.338
H 2.02491 3.38363 2.80430 0.172 0.044 0.179
N -2.10853 2.47760 -2.19835 -0.658 -0.279 0.529
P -2.12865 0.92014 -1.42183 0.331 0.980 -0.971
C -3.66370 0.68899 -0.56386 0.515 -0.012 -0.155
C -4.84877 0.82165 -1.24244 -2.767 -0.989 -0.370
C -6.05448 0.32594 -0.66030 0.713 0.637 1.121
C -6.01655 -0.17503 0.67406 -0.534 0.647 -1.000
C -4.83505 -0.19140 1.37021 1.190 0.678 -2.541
C -3.65666 0.20989 0.73358 -0.029 -0.427 0.764
C -1.88646 -0.18359 -2.85981 -0.260 0.620 1.252
C -0.76930 0.07103 -3.65431 -0.545 -1.934 -0.793
C -0.41728 -0.82556 -4.66977 0.199 0.704 0.838
C -1.22908 -1.92253 -4.83760 -0.648 -1.076 -0.342
C -2.40676 -2.11948 -4.11176 -0.120 -1.191 0.289
C -2.71881 -1.27881 -3.03589 -0.962 -0.279 -0.498
C -0.95427 3.21580 -2.21188 -0.756 -0.831 -0.793
C -0.86195 4.18436 -3.20188 1.532 1.899 0.223
C 0.27465 4.96344 -3.30476 1.073 -0.530 -0.116
C 1.41094 4.68784 -2.41507 -2.363 0.550 -0.259
C 1.20405 3.73239 -1.46606 -0.231 -0.095 -0.085
N 0.05651 2.91524 -1.38866 1.399 -0.059 0.940
H -2.84903 2.78543 -2.86824 0.927 -0.588 0.809
H -4.89100 1.19753 -2.26361 0.012 -0.025 0.165
H -7.03532 0.41998 -1.12984 0.503 -0.068 -0.222
H -6.89335 -0.50546 1.23571 -0.027 0.058 -0.687
H -4.80304 -0.63074 2.29057 0.132 -0.789 2.506
H -2.70310 0.10016 1.24890 -0.404 -0.123 0.013
H -0.08591 0.83323 -3.47739 0.870 1.700 0.448
H 0.52447 -0.66619 -5.19838 -0.433 -0.228 -0.062
H -0.99161 -2.74725 -5.49946 0.307 0.375 -0.385
H -2.96886 -3.06161 -4.37568 0.309 1.373 0.584
H -3.64201 -1.38840 -2.41231 1.012 -0.136 -0.646
H -1.69748 4.44602 -3.80510 -0.614 -0.174 -0.461
H 0.34081 5.73148 -4.11738 0.000 -0.678 1.022
H 2.23192 5.38763 -2.35903 0.262 -0.302 -0.165
H 1.92839 3.57342 -0.66958 -0.162 0.093 -0.292
O 0.68129 -4.84452 -5.74621 -1.664 -0.776 -1.753
C 1.55715 -5.15411 -4.75969 1.143 0.133 1.351
N 1.12258 -4.49586 -3.52817 0.253 -0.008 -0.533
C 1.42265 -3.27033 -3.10409 -0.413 -0.459 1.126
O 2.17379 -2.43106 -3.52977 0.177 0.033 0.091
C 0.60591 -3.03967 -1.79167 0.221 3.095 -0.061
C -0.31499 -3.77899 -1.10157 -0.894 0.623 0.743
C -1.09115 -3.15546 -0.07795 1.578 -0.062 0.246
C -0.85816 -1.82399 0.34927 -1.124 -1.269 -0.452
N -0.01348 -1.04819 -0.38402 0.665 -1.906 -0.246
C 0.67242 -1.69779 -1.38625 -0.572 0.704 0.474
H 0.28322 -5.64984 -6.15447 0.543 0.888 0.393
H 2.55308 -4.76700 -4.98867 0.011 -0.177 0.063
H 1.59867 -6.20178 -4.46275 0.118 -0.164 -0.557
H 0.19223 -4.71961 -3.25715 -0.535 -0.845 0.148
H -0.51052 -4.81710 -1.31883 -0.035 -0.202 0.053
H -1.66299 -3.91653 0.42206 -0.773 0.640 0.665
H -1.41554 -1.33008 1.19393 0.706 -0.924 -0.906
H 1.28637 -1.05669 -1.96403 0.728 0.392 -0.544
```
Positions in Å, forces in eV/Å.

- HOMO energy: -18.100 eV
- Gap between HOMO and LUMO: 6.0 eV
- Total charge: +4
- Lowest unoccupied orbital energy: -0.4456 Eh
- Multiplicity: 1

=====

C9H13NO2 | the ωB97M-V functional and the def2-TZVPD basis

```
25
Properties=species:S:1:pos:R:3:forces:R:3
C -1.79582 0.04787 -1.84248 -0.797 0.907 -3.309
C -0.65575 -0.76101 -1.39822 2.387 -0.338 -1.972
C 0.75116 1.10257 -1.32315 -1.485 0.380 -0.400
C 0.91312 2.30084 -0.77384 0.708 0.198 3.513
C 0.72854 2.28385 0.76917 0.244 -0.425 -1.684
C 0.34445 0.99152 1.45599 0.684 1.423 -1.252
C 0.11562 -0.05641 0.67208 -0.068 -0.795 2.192
C -0.20022 -1.38586 1.27308 -0.135 0.446 2.781
C 0.98359 -2.35934 1.16980 -1.409 -2.413 0.046
H -1.96254 -0.38406 -2.93069 -0.060 1.606 1.783
H -2.73443 -0.10027 -1.37117 -0.712 -0.163 0.899
H -1.53334 1.17163 -1.80675 -0.688 -1.854 -0.483
H 0.04992 -0.90825 -2.23060 -1.139 -1.081 -0.668
H -0.88876 -1.68335 -0.92457 -0.094 -0.625 0.062
H 0.55277 1.18048 -2.37852 0.616 -1.105 -0.569
H 1.27146 3.18123 -1.35127 -0.476 -0.713 0.834
H 0.35661 2.00356 2.85304 0.132 -0.224 1.287
H -1.12889 -1.81350 0.92242 -0.025 -0.239 -0.414
H -0.47922 -1.14515 2.34335 0.579 -0.445 -0.957
H 0.57100 -3.45745 1.13043 0.957 1.967 0.132
H 1.82519 -2.33348 1.86080 -0.588 0.381 0.661
H 1.46307 -2.15793 0.25319 0.484 -0.101 -1.501
N 0.28585 -0.00202 -0.65161 0.846 0.930 -0.414
O 0.87829 3.27080 1.45601 0.012 0.851 0.970
O 0.28832 1.01375 2.82350 0.027 1.435 -1.537
```
Positions in Å, forces in eV/Å.

- SMILES: CCc1c(O)c(=O)ccn1CC
- HOMO energy: -8.107 eV
- Gap between HOMO and LUMO: 8.8 eV
- Lowest unoccupied orbital energy: 0.0246 Eh
- Multiplicity: 1

=====

C4H9NO2 | the ωB97M-V functional and the def2-TZVPD basis

```
16
Properties=species:S:1:pos:R:3:forces:R:3
C -0.31693 1.47733 -0.86907 1.804 0.212 -1.539
O -0.06838 1.34252 -2.27819 -0.127 -0.962 -0.227
C -0.07333 0.06937 -0.29991 -1.309 1.085 1.870
C -0.12315 0.22712 1.24326 1.169 -0.519 -0.198
C -0.18310 -1.11075 1.93628 -0.725 -0.104 0.012
O -0.65386 -2.08998 1.43605 -0.242 -0.532 -0.258
N 1.20421 -0.48642 -0.62273 -0.007 -0.669 -0.535
H -1.23274 2.04638 -0.72436 -0.359 -0.568 0.518
H 0.52787 2.04357 -0.45640 -0.204 0.446 0.178
H -0.10034 2.11998 -2.83197 -0.169 0.547 0.480
H -0.88635 -0.61193 -0.54938 0.208 -0.123 -0.390
H -0.89598 0.92209 1.57268 -0.034 -0.105 0.206
H 0.86378 0.57104 1.59627 -0.298 0.647 -0.215
H 0.22364 -1.20046 2.95710 0.166 0.337 0.143
H 1.24889 -0.70036 -1.60660 0.065 -0.056 -0.182
H 1.97467 0.12899 -0.41980 0.063 0.362 0.137
```
Positions in Å, forces in eV/Å.

- SMILES: N[C@H](CO)CC=O
- HOMO energy: -9.412 eV
- Gap between HOMO and LUMO: 10.2 eV
- Lowest unoccupied orbital energy: 0.0288 Eh
- Multiplicity: 1

=====

C11H18NO | the ωB97M-V functional and the def2-TZVPD basis

```
31
Properties=species:S:1:pos:R:3:forces:R:3
C 2.84399 -0.28834 0.47073 -2.861 0.906 0.572
C 1.96122 -0.98060 -0.20530 0.507 -0.709 -1.278
C 2.33246 0.83449 1.29518 -0.903 -0.470 0.233
C 1.33899 1.64393 0.54298 -3.236 1.010 -1.375
C -0.12794 -1.16001 0.82323 -0.418 -1.890 2.747
C -3.56272 0.42323 0.87304 -0.331 0.831 1.306
C 0.49328 -0.59470 -0.48277 0.463 -1.617 1.405
C 0.44722 0.88528 -0.39256 0.277 0.635 -1.195
C -2.12379 0.19121 0.84728 2.214 0.165 -0.009
C 0.00998 -1.30881 -1.76946 1.519 4.148 -1.537
C -0.08612 1.70223 -1.47264 -2.944 1.510 -1.993
N -1.65350 -1.32375 0.83356 1.264 1.188 -3.128
O -2.80317 0.47013 -0.29623 -0.149 -0.578 -2.801
H 3.77649 -0.65990 0.62753 2.631 -0.897 0.351
H 2.32168 -1.92216 -0.60792 -0.466 -0.012 -0.425
H 1.92731 0.41097 2.22422 -0.250 0.061 -0.217
H 3.07294 1.43763 1.65491 2.193 1.762 0.718
H 0.50650 2.19992 1.05549 0.739 -0.547 0.800
H 1.56359 2.53882 -0.09140 1.304 -0.866 0.588
H 0.23043 -2.21125 1.08099 0.049 1.278 -0.699
H 0.12588 -0.49046 1.70476 -0.461 -0.952 -1.259
H -4.25686 -0.40833 1.07425 0.004 0.696 -0.478
H -3.71754 1.47581 1.12782 -1.128 -0.717 0.744
H -0.41057 -2.23611 -1.64321 -1.282 -2.082 0.551
H 0.87877 -1.46407 -2.47482 -0.811 0.270 0.827
H -0.65007 -0.55452 -2.28436 0.164 -1.461 0.324
H -1.25170 1.76234 -1.40176 1.379 0.040 0.702
H -0.20396 1.38273 -2.53188 0.908 -1.020 0.659
H 0.28005 2.74333 -1.68076 -0.135 -0.875 1.208
H -1.84453 -1.92573 -0.03394 -0.420 1.138 1.433
H -2.09350 -1.71285 1.62950 0.182 -0.944 1.225
```
Positions in Å, forces in eV/Å.

- HOMO energy (alpha / beta): -11.276 / -11.282 eV
- Gap between HOMO and LUMO (alpha / beta): 6.5 / 6.5 eV
- Total charge: +1
- Lowest unoccupied orbital energy (alpha / beta): -0.1743 / -0.1741 Eh
- Multiplicity: 1

=====

C2H6N2 | the ωB97M-V functional and the def2-TZVPD basis

```
10
Properties=species:S:1:pos:R:3:forces:R:3
C 0.03133 -0.11193 0.35748 -0.931 0.871 -0.335
C -1.30633 0.06580 -0.35766 2.170 0.878 -1.363
N 1.09990 -0.30534 -0.59935 0.815 -4.084 -1.870
N 1.15723 0.74236 0.10833 -0.117 3.690 2.784
H -0.08142 -0.46190 1.41245 0.709 -0.278 -1.112
H -1.83194 -0.73537 0.00638 -1.744 -2.251 0.178
H -1.25607 0.10858 -1.50797 0.057 -0.109 1.973
H -1.79631 0.89794 0.05473 -0.802 1.502 0.202
H 2.82297 -1.90114 0.76708 -0.028 -0.003 -0.041
H 1.16066 1.70100 -0.24147 -0.129 -0.215 -0.416
```
Positions in Å, forces in eV/Å.

- HOMO energy (alpha / beta): -10.203 / -7.892 eV
- Gap between HOMO and LUMO (alpha / beta): 11.1 / 8.6 eV
- Lowest unoccupied orbital energy (alpha / beta): 0.0330 / 0.0248 Eh
- Multiplicity: 1

=====

C8H22N2O7S | the ωB97M-V functional and the def2-TZVPD basis

```
40
Properties=species:S:1:pos:R:3:forces:R:3
C 3.56598 -2.05628 0.91890 0.942 -1.389 0.508
N 2.78598 -2.23628 2.15790 0.755 0.028 2.640
C 3.11897 -3.57728 2.75990 1.361 2.679 2.548
C 3.21697 -1.17028 3.18090 -2.489 0.147 -1.234
C 1.33198 -1.98128 2.04090 -0.299 -2.370 -1.516
C 0.51098 -3.08328 1.26790 3.946 -1.192 -1.108
O -0.79203 -2.77428 1.17890 -1.024 1.557 -1.856
H 4.61097 -1.88928 1.19990 0.140 -1.127 0.154
H 3.42898 -1.11528 0.49390 -1.542 1.342 -1.229
H 3.37398 -2.95828 0.30490 0.428 1.018 -0.046
H 3.15097 -4.35428 2.12390 -0.286 -2.325 -2.885
H 2.40597 -3.83428 3.53390 0.075 0.326 0.334
H 4.17497 -3.47228 3.13290 -1.175 -0.201 0.034
H 4.17797 -1.21228 3.48290 3.181 -1.530 1.411
H 2.50697 -0.97528 3.98790 0.122 -0.666 -0.225
H 3.32198 -0.28128 2.64190 -0.739 1.663 -1.185
H 1.32498 -0.98728 1.70990 -0.911 1.227 -1.539
H 0.92497 -1.95028 2.97290 -0.809 -0.012 3.007
H 0.56797 -4.17628 1.60790 0.398 1.658 0.514
H 1.14297 -3.12528 0.31090 -1.535 -0.099 0.304
H -0.82503 -2.15528 0.39890 -0.838 -0.161 0.904
N -0.02603 0.46972 -1.31710 -3.668 0.574 -4.573
O 0.98597 0.14972 -0.80610 3.551 -1.893 3.827
O -1.18003 -0.01728 -0.99910 1.654 0.676 0.277
O 0.09597 1.18672 -2.36010 -1.320 0.140 0.882
O -3.98403 2.87472 -0.33410 -0.696 0.940 -0.639
S -4.59403 3.24472 -1.59710 2.667 -1.111 0.406
O -5.75203 4.05072 -1.71010 -0.405 0.772 0.043
O -3.40303 3.92472 -2.53410 -4.778 -1.290 0.451
C -2.08803 3.75672 -2.15310 1.419 -0.650 1.093
C -1.32803 3.99872 -3.40010 1.693 1.952 -0.410
C -4.90403 1.70972 -2.40610 -2.292 3.893 -2.479
H -1.74903 2.76472 -1.74010 -1.069 0.659 -0.324
H -1.98703 4.52672 -1.37210 1.037 -0.287 -0.227
H -1.27203 5.11072 -3.59910 -0.601 -1.194 -0.487
H -1.47703 3.35172 -4.28510 -0.616 0.479 0.659
H -0.32503 3.80272 -3.11510 1.318 -0.395 0.121
H -4.03003 1.21472 -2.45410 2.983 -1.827 -0.578
H -5.40303 2.03472 -3.37810 1.002 -0.857 0.948
H -5.60702 1.21072 -1.84710 -1.580 -1.151 1.478
```
Positions in Å, forces in eV/Å.

- HOMO energy: -7.621 eV
- Gap between HOMO and LUMO: 7.1 eV
- Lowest unoccupied orbital energy: -0.0200 Eh
- Multiplicity: 1

=====

Which value of multiplicity does entry 5 give?
1

=====

Number 4 is which compound?
C11H18NO